[1]
# C30H60FO30Rb

C30H60FO30Rb as an isolated structure in a non-equilibrium geometry (ωB97M-V/def2-TZVPD, the OMol25 dataset).

Computed properties:
calculated total energy = -3560.1875 a.u.
HOMO-LUMO gap = 0.3108 Eh
relative energy (zero: lowest compared OMol25 entry of this formula, charge and spin) = 17.3 kcal/mol

The geometry in XYZ format:
```
122
Properties=species:S:1:pos:R:3:forces:R:3:lowdin_charge:R:1
Rb -0.2182 5.4692 -8.6096 0.0 0.4 -0.2 0.71
F -0.4853 7.6242 -10.3976 0.0 -0.5 0.6 -0.74
C 4.8331 8.6494 -7.1655 -0.9 0.3 0.5 -0.01
O 5.0991 7.2801 -7.2669 2.0 0.1 0.1 0.02
C 4.2387 6.3609 -7.5401 -4.4 2.5 -1.2 -0.62
O 2.9899 6.5466 -7.6677 3.1 -0.8 0.6 0.03
O 4.9139 5.2982 -7.7803 -0.2 -3.0 0.0 0.05
C 4.1125 4.1303 -8.0644 0.6 -0.9 -0.3 0.01
H 4.3608 9.0732 -8.0518 0.0 -0.2 -0.1 0.10
H 5.8044 9.1172 -7.0047 -0.3 0.0 0.2 0.11
H 4.1503 8.7236 -6.3191 0.1 0.8 0.1 0.10
H 4.0083 4.0341 -9.1452 -0.6 0.4 0.0 0.08
H 3.1862 4.0651 -7.4936 0.0 0.5 -0.3 0.08
H 4.6883 3.2384 -7.8174 0.4 0.3 0.4 0.10
C -5.9223 4.3903 -9.6811 -0.6 -1.4 0.3 0.02
O -5.7902 3.2929 -8.7050 0.0 0.9 0.1 0.00
C -5.0253 2.2588 -8.9538 2.2 -1.5 -1.4 -0.56
O -4.3243 2.0295 -9.9524 -1.6 0.9 1.9 0.08
O -5.0914 1.4150 -7.8953 -0.5 1.1 0.5 0.00
C -4.1461 0.3788 -7.7706 0.8 -0.9 -0.4 -0.06
H -6.2976 3.8870 -10.5721 0.3 0.5 -0.3 0.10
H -5.0180 4.9780 -9.8383 0.1 -0.4 0.1 0.10
H -6.7143 5.0023 -9.2495 0.2 0.0 -0.1 0.09
H -3.1313 0.6798 -7.5108 0.1 0.8 -0.9 0.06
H -4.1750 -0.2105 -8.6871 0.3 -0.2 0.1 0.10
H -4.3039 -0.2533 -6.8967 -1.2 0.1 -0.1 0.10
C 2.8042 1.9692 -11.2160 -0.8 0.9 0.5 -0.02
O 1.5513 1.4151 -11.6602 -0.6 0.2 -0.1 -0.01
C 0.3973 2.1004 -11.4356 1.1 1.6 0.8 -0.59
O 0.2856 3.1980 -10.8725 0.5 -1.9 -0.8 0.03
O -0.5772 1.3711 -11.9210 -2.4 0.2 -0.3 0.03
C -1.9312 2.0189 -11.9626 0.0 0.3 -0.7 0.01
H 3.0550 2.8761 -11.7661 0.0 -0.1 -0.2 0.09
H 3.5988 1.2283 -11.3042 -0.4 -0.1 -0.1 0.10
H 2.6509 2.2892 -10.1854 0.3 -0.2 0.2 0.08
H -2.7958 1.3609 -12.0495 0.8 -1.2 1.0 0.09
H -2.1073 2.5008 -12.9243 1.1 0.6 -0.1 0.09
H -2.1049 2.7232 -11.1489 0.4 -0.3 -0.1 0.08
C -2.6230 1.7553 -4.8086 0.2 -1.4 -1.3 -0.06
O -3.4928 2.8128 -4.5782 -0.6 0.8 0.7 -0.01
C -3.4807 3.9646 -5.2883 0.6 -0.8 0.4 -0.56
O -2.8218 4.1663 -6.2847 -1.0 0.2 0.8 0.13
O -4.2841 4.7541 -4.5557 0.1 -0.5 -1.4 0.00
C -4.8091 5.9751 -5.0764 0.9 0.9 0.5 -0.02
H -3.0855 0.8411 -4.4365 -0.2 0.2 0.4 0.10
H -1.6388 1.8299 -4.3462 0.0 0.4 -0.1 0.09
H -2.5528 1.5414 -5.8751 0.6 0.4 0.0 0.07
H -5.6495 5.9114 -5.7676 -0.2 -0.6 0.3 0.10
H -4.0432 6.5662 -5.5786 0.2 -0.2 0.0 0.07
H -5.0427 6.4428 -4.1200 -0.6 0.5 -0.5 0.10
C -3.9159 6.8617 -16.8795 0.2 0.0 0.6 -0.02
O -3.2880 6.0320 -15.8922 -0.4 0.0 0.0 -0.02
C -2.5445 6.5419 -14.9226 1.2 3.6 0.4 -0.50
O -2.3165 7.7824 -14.7096 -1.0 -5.2 -0.6 0.07
O -2.0435 5.4488 -14.3028 -1.5 1.0 -2.4 0.00
C -1.3810 5.5656 -13.1351 1.2 0.0 3.8 -0.10
H -3.9242 6.1932 -17.7404 0.0 0.6 -0.3 0.10
H -3.3716 7.8025 -16.9613 0.1 -0.2 -0.4 0.09
H -4.9364 7.1103 -16.5882 0.0 -0.2 0.1 0.09
H -0.2950 5.4969 -13.1987 0.0 0.3 -0.4 0.10
H -1.6702 4.7351 -12.4910 0.0 -0.4 -0.2 0.07
H -1.6532 6.4029 -12.4925 0.2 0.6 -0.5 0.09
C 0.3084 8.5122 -5.6323 0.3 0.3 0.3 -0.01
O -0.8313 9.1441 -6.2469 0.1 -0.4 0.1 0.00
C -1.7999 8.3738 -6.7497 -0.7 -0.9 0.1 -0.56
O -2.0016 7.1728 -6.5288 0.8 2.0 -0.6 0.03
O -2.5869 9.1846 -7.4802 0.4 -1.1 0.4 0.01
C -3.4437 8.6455 -8.5048 -0.5 0.9 -0.6 -0.03
H 0.8732 9.2634 -5.0802 -0.5 0.4 0.0 0.10
H 1.0225 8.2033 -6.3957 -0.3 -0.6 -0.1 0.08
H 0.0193 7.7432 -4.9160 -0.1 -0.2 -0.4 0.08
H -4.1499 9.4628 -8.6513 0.1 0.0 -0.2 0.09
H -4.0846 7.7834 -8.3199 0.6 -0.3 0.8 0.08
H -2.8757 8.5047 -9.4243 0.3 -0.2 0.1 0.09
C 3.4862 13.8597 -7.6889 1.1 -0.5 0.4 -0.05
O 3.3392 12.6095 -8.3710 -0.7 0.3 0.5 -0.02
C 2.4277 11.7055 -7.9286 0.1 1.8 3.0 -0.62
O 1.8587 11.7025 -6.8365 0.8 0.4 -1.6 0.10
O 2.3577 10.8372 -8.8444 -0.5 -0.4 -2.7 0.03
C 1.4136 9.8033 -8.8058 -0.1 -2.3 0.7 -0.02
H 4.0491 14.4487 -8.4130 -0.6 0.4 0.1 0.09
H 4.1707 13.7538 -6.8473 0.0 -0.3 0.2 0.08
H 2.5794 14.2845 -7.2584 -0.2 -0.1 -0.7 0.10
H 1.0055 9.4807 -9.7636 0.4 0.6 -0.3 0.09
H 0.5557 9.9133 -8.1425 0.3 0.6 0.2 0.09
H 2.0606 9.0025 -8.4476 -0.7 -0.8 0.1 0.07
C 1.5373 1.5972 -4.2258 0.6 -2.0 -0.6 -0.10
O 0.9087 2.7834 -3.8900 0.2 3.6 -2.0 -0.05
C 0.8611 3.7828 -4.9675 -2.5 -2.6 -0.6 -0.44
O 1.0212 3.5684 -6.1743 0.9 0.2 3.2 0.07
O 0.2363 4.8743 -4.5703 0.8 0.9 -0.7 0.01
C -0.5877 5.0021 -3.4349 -0.2 -1.4 1.8 -0.03
H 1.4260 0.8759 -3.4162 -0.4 0.3 0.2 0.10
H 2.6155 1.6290 -4.3823 0.1 0.7 -0.1 0.10
H 1.0987 1.1472 -5.1165 -0.1 0.1 -0.1 0.08
H -0.0452 4.8444 -2.5027 0.4 0.1 -0.1 0.10
H -1.3054 4.1818 -3.4232 -0.3 0.2 -0.3 0.09
H -1.0898 5.9630 -3.3221 0.3 0.0 -1.0 0.11
C -0.3186 0.2272 -8.5021 0.4 0.2 -0.1 0.02
O -0.7309 0.0623 -7.1120 -0.5 0.0 -2.4 -0.01
C -0.3961 -1.0460 -6.5013 4.4 -0.7 1.4 -0.61
O 0.5624 -1.8078 -6.7208 -2.8 1.1 -0.6 0.10
O -0.9707 -0.9514 -5.3138 -0.8 -1.5 1.7 -0.02
C -0.9511 -2.1610 -4.4950 -0.6 -0.5 -0.3 -0.02
H 0.3431 -0.5453 -8.8941 0.1 -0.2 0.7 0.10
H 0.2116 1.1794 -8.5172 -0.2 0.0 -0.2 0.10
H -1.1731 0.2251 -9.1788 -0.3 0.3 0.4 0.09
H -1.4197 -1.9623 -3.5312 -0.1 0.5 -0.3 0.09
H -0.0129 -2.6714 -4.2773 0.5 0.8 -0.5 0.09
H -1.5494 -2.9038 -5.0226 -0.1 0.0 0.1 0.10
C 2.6312 6.7436 -11.1647 0.6 1.5 0.2 -0.03
O 3.5644 5.7350 -11.4675 1.0 -2.0 -0.4 -0.02
C 4.8728 5.8433 -11.1997 -1.5 2.5 1.2 -0.63
O 5.3763 6.8069 -10.6685 0.2 -0.2 -0.3 0.13
O 5.4614 4.7396 -11.5329 -0.4 -2.4 -1.4 0.01
C 6.8541 4.6449 -11.5528 1.6 0.5 1.0 -0.04
H 1.6426 6.2846 -11.1612 0.1 0.4 0.0 0.07
H 2.7713 7.5338 -11.9023 -0.7 -0.1 -0.4 0.11
H 2.8993 7.2694 -10.2483 -0.3 -0.5 0.4 0.08
H 7.2044 4.8978 -10.5521 0.3 0.3 -0.1 0.10
H 7.3253 5.2836 -12.2999 -0.3 0.3 0.1 0.10
H 7.2413 3.6432 -11.7392 -0.9 -0.2 -0.2 0.09
```
Positions in Å, forces in eV/Å.

=====

[2]
# C30H60NO6

A 3-piece molecular cluster, C30H60NO6 overall in a non-equilibrium geometry (ωB97M-V/def2-TZVPD, the OMol25 dataset).

Computed properties:
calculated total energy = -1684.8227 a.u.
charge = +1
HOMO-LUMO gap = 0.2036 Eh

The geometry in XYZ format:
```
97
Properties=species:S:1:pos:R:3:forces:R:3:lowdin_charge:R:1
C 3.4241 2.1704 -0.0377 0.0 0.0 -0.4 -0.12
C 2.2954 2.5587 -1.0952 1.0 0.6 0.1 -0.25
C 1.0007 3.1907 -0.4595 -0.6 -0.3 -1.1 -0.21
C -0.1282 2.1541 -0.0480 0.2 0.8 1.0 -0.20
C 0.3803 0.8974 0.7563 0.0 -0.3 -0.3 -0.19
C 0.9283 -0.2985 -0.1152 -0.5 -0.3 0.7 -0.22
C -0.0664 -0.8472 -1.2105 0.8 -1.1 -0.3 -0.18
C 0.8060 -1.6186 -2.3111 -0.1 0.4 0.4 -0.20
C 1.8801 -2.5503 -1.6304 -0.1 0.1 -0.5 -0.23
C 2.4866 -3.6634 -2.5710 0.8 0.0 1.2 -0.19
C 3.1079 -4.7923 -1.6183 0.5 1.1 -0.6 -0.19
C 4.3776 -5.4464 -2.3004 -0.8 -0.8 0.2 -0.19
C 5.7568 -4.7555 -1.8808 -0.1 0.1 -1.6 -0.09
C 6.2787 -3.8938 -3.0884 -0.3 1.4 0.5 -0.16
C 5.9900 -2.4773 -3.2454 1.4 -0.4 -2.2 0.03
C 6.4883 -1.7728 -4.4420 0.4 -2.7 0.4 0.04
C 7.2879 -2.5309 -5.4307 -0.9 -1.1 1.9 0.00
C 7.5457 -3.9337 -5.1823 -0.8 2.3 0.1 0.00
N 7.0310 -4.5301 -4.0511 -0.3 1.1 -0.1 0.11
H 4.3831 2.7201 -0.2631 -1.1 -0.4 0.4 0.07
H 3.7038 1.0762 -0.0775 -0.5 1.1 0.2 0.06
H 3.0555 2.4388 0.9833 0.6 -0.3 -0.7 0.06
H 2.7531 3.3554 -1.7534 -0.5 -0.8 0.6 0.10
H 2.0989 1.6783 -1.7630 -0.2 0.9 0.6 0.09
H 0.5402 3.8386 -1.2666 0.4 -0.6 0.9 0.11
H 1.2600 3.9101 0.3706 -0.1 -1.0 -0.7 0.11
H -0.8121 2.7201 0.6556 0.6 -0.6 -0.8 0.09
H -0.7830 1.8981 -0.9299 0.9 0.0 0.8 0.10
H -0.4769 0.5183 1.3769 0.7 0.2 -0.6 0.11
H 1.2010 1.1675 1.4853 -0.9 0.0 -0.7 0.11
H 1.9472 -0.0819 -0.5433 -1.2 0.1 0.3 0.07
H 1.1025 -1.1552 0.6056 -0.1 0.9 -0.7 0.11
H -0.7316 -0.0796 -1.6757 0.7 -0.5 0.3 0.10
H -0.7372 -1.6323 -0.7579 0.5 0.9 -0.2 0.11
H 0.1708 -2.2661 -2.9701 0.4 0.7 0.5 0.10
H 1.3076 -0.8363 -2.9577 -0.4 -0.9 0.5 0.11
H 2.7533 -1.9252 -1.2754 -0.9 -0.7 -0.2 0.10
H 1.4377 -3.0419 -0.7141 0.3 0.5 -1.0 0.12
H 3.3814 -3.2252 -3.1068 -1.1 -0.3 0.2 0.08
H 1.7714 -4.0816 -3.3243 0.6 0.4 0.7 0.12
H 2.3232 -5.5202 -1.2974 0.8 0.5 -0.4 0.12
H 3.4800 -4.2457 -0.7025 -0.6 -0.7 -0.7 0.10
H 4.2020 -5.4138 -3.4152 0.4 0.0 1.0 0.11
H 4.4068 -6.5410 -2.0356 0.2 1.1 -0.2 0.11
H 6.5395 -5.5353 -1.6841 -0.7 0.7 0.1 0.12
H 5.5877 -4.1212 -0.9778 0.4 -0.5 -0.8 0.12
H 5.4012 -1.9145 -2.4881 0.5 -0.7 -0.6 0.13
H 6.2593 -0.6969 -4.6077 0.2 -1.0 0.2 0.13
H 7.6758 -2.0624 -6.3601 -0.3 -0.4 0.9 0.12
H 8.1502 -4.5507 -5.8809 -0.6 0.4 0.8 0.15
H 7.2036 -5.5290 -3.9163 0.0 0.4 0.0 0.18
C -1.5978 9.7766 2.8975 0.3 -0.2 0.0 -0.11
O -1.2936 8.6146 3.6448 -0.5 0.1 -0.2 -0.20
C -2.2140 8.3579 4.6979 0.4 -0.3 0.0 -0.19
C -2.5939 6.8846 4.7605 -0.1 0.0 0.1 -0.18
O -3.4046 6.4184 3.6847 0.2 0.0 -0.1 -0.12
C -2.8172 6.3579 2.3877 -0.1 0.0 -0.1 -0.17
C -1.7038 5.3331 2.2214 0.1 0.3 0.0 -0.20
O -0.5393 5.7162 2.9335 -0.1 -0.3 0.3 -0.20
C 0.0960 4.6502 3.6119 0.0 0.3 -0.2 -0.11
H -1.2280 10.6672 3.4127 -0.1 0.1 -0.1 0.09
H -1.0975 9.6932 1.9300 0.1 0.0 0.1 0.09
H -2.6727 9.8679 2.7090 0.0 0.0 0.1 0.09
H -3.1211 8.9612 4.5928 0.0 0.0 -0.1 0.12
H -1.7188 8.6372 5.6357 -0.2 -0.1 0.2 0.13
H -3.2018 6.7448 5.6592 -0.1 0.1 -0.1 0.13
H -1.7193 6.2477 4.8912 0.2 0.2 -0.1 0.11
H -2.5020 7.3495 2.0621 0.3 -0.1 0.1 0.11
H -3.6319 6.0685 1.7173 0.0 -0.1 0.1 0.13
H -1.4331 5.2657 1.1603 -0.2 -0.1 -0.1 0.12
H -2.0676 4.3522 2.5486 0.0 0.0 0.1 0.12
H -0.6322 3.9868 4.0900 0.0 -0.1 -0.1 0.09
H 0.7268 5.0749 4.3938 0.0 0.0 -0.1 0.09
H 0.7239 4.0805 2.9180 0.0 -0.2 0.1 0.07
C -2.3617 -4.7081 0.4013 -0.1 0.2 0.2 -0.12
O -3.3810 -3.7359 0.2867 0.0 -0.5 -0.2 -0.20
C -3.9202 -3.6330 -1.0268 -0.2 0.3 0.3 -0.19
C -5.4399 -3.5359 -0.9945 -0.1 0.0 -0.2 -0.18
O -6.1175 -4.7256 -0.6030 0.1 0.1 0.1 -0.12
C -5.9751 -5.1584 0.7488 0.0 -0.1 0.0 -0.17
C -6.6032 -4.2495 1.7957 0.3 0.0 0.0 -0.19
O -5.8892 -3.0303 1.9158 -0.2 0.2 -0.3 -0.21
C -6.7169 -1.8889 2.0416 0.2 -0.1 0.1 -0.11
H -1.4056 -4.2967 0.0610 0.1 -0.2 -0.1 0.07
H -2.2744 -4.9816 1.4552 0.0 0.1 0.0 0.09
H -2.6041 -5.6175 -0.1586 0.1 0.0 -0.1 0.09
H -3.6241 -4.4826 -1.6505 0.0 -0.1 0.1 0.12
H -3.5134 -2.7169 -1.4731 -0.1 0.0 -0.2 0.12
H -5.7734 -3.3388 -2.0178 0.0 -0.1 0.0 0.13
H -5.7770 -2.6852 -0.4029 0.2 0.0 0.2 0.11
H -4.9301 -5.3708 0.9762 0.0 0.2 0.1 0.11
H -6.4926 -6.1207 0.7970 -0.1 0.1 -0.1 0.13
H -6.5688 -4.7503 2.7705 -0.1 -0.2 -0.1 0.13
H -7.6524 -4.0731 1.5345 0.0 0.1 0.0 0.12
H -7.5799 -1.9419 1.3701 0.0 0.0 0.1 0.09
H -6.1293 -1.0128 1.7641 0.1 -0.1 0.1 0.09
H -7.0534 -1.7781 3.0770 -0.2 0.1 0.0 0.09
```
Positions in Å, forces in eV/Å.

=====

Q: Among the records above, which one has the highest calculated total energy?
A: C30H60NO6

=====

Q: Among the records above, which one has the lowest calculated total energy?
A: C30H60FO30Rb